## one
The molecule C3H7NO2S. Source: OMol25; level of theory: wB97M-V/def2-TZVPD.

Each line ends with the natural charge from an NBO analysis.
CARTESIAN COORDINATES (ANGSTROEM)
O 0.8336 1.8451 0.1065  -0.6438
C 0.0733 1.4661 0.9649  0.8755
O -0.2755 2.2197 2.0341  -0.7030
N -0.5228 0.2434 0.9718  -0.6419
C -0.0069 -0.8116 0.1424  -0.2255
C -0.3309 -0.6402 -1.3671  -0.5264
S 0.9717 -1.3093 -2.4406  -0.0281
H 0.4691 2.8170 2.1816  0.5028
H -1.1671 0.1222 1.7344  0.4100
H -0.4892 -1.7302 0.4903  0.2033
H 1.0772 -0.9262 0.2126  0.2107
H -0.3910 0.4264 -1.5388  0.2480
H -1.2230 -1.1972 -1.6134  0.2114
H 0.9815 -2.5253 -1.8787  0.1071

Calculated values
E_HOMO, eV: -9.08
HOMO-LUMO gap, Ha: 0.3581
SMILES string: O=C(O)NCCS
Molecular weight, Da: 121.16

## two
The molecule C3H7NO2S. Source: OMol25; level of theory: wB97M-V/def2-TZVPD.

Each line ends with the natural charge from an NBO analysis.
CARTESIAN COORDINATES (ANGSTROEM)
O 0.4750 -0.9262 2.3945  -0.6316
C 1.0993 -1.0750 1.3745  0.8816
O 2.4565 -1.2868 1.3988  -0.7215
N 0.6630 -0.9531 0.0841  -0.6482
C -0.6562 -0.3697 -0.1364  -0.2424
C -0.4593 1.0349 -0.7536  -0.5070
S -1.7833 1.5639 -1.9621  -0.0773
H 2.8108 -0.8478 2.1758  0.5003
H 1.2109 -1.4442 -0.5994  0.4142
H -1.1462 -0.9278 -0.9432  0.2032
H -1.2151 -0.4291 0.7873  0.2437
H -0.5540 1.8096 0.0061  0.2191
H 0.5464 1.1101 -1.1543  0.2290
H -0.9052 1.8623 -2.9785  0.1369

Calculated values
E_HOMO, eV: -9.29
HOMO-LUMO gap, Ha: 0.3655
SMILES string: O=C(O)NCCS
Molecular weight, Da: 121.16

## three
The molecule C3H7NO2S. Source: OMol25; level of theory: wB97M-V/def2-TZVPD.

Each line ends with the natural charge from an NBO analysis.
CARTESIAN COORDINATES (ANGSTROEM)
C 1.5768 -0.5641 -0.5374  -0.6316
C 0.5513 -0.9099 0.5162  -0.0717
O -0.7503 -1.0201 -0.1278  -0.4915
C -1.7021 -0.0815 -0.0013  0.3788
S -3.2927 -0.4948 -0.2165  -0.1833
N -1.3762 1.2211 0.2264  -0.3562
O -0.1703 1.7445 -0.2824  -0.5532
H 2.6082 -0.3508 -0.0465  0.2082
H 1.7071 -1.4187 -1.2409  0.2182
H 1.2948 0.2318 -1.1295  0.2290
H 0.7688 -1.9274 0.9431  0.2004
H 0.5450 -0.2533 1.3343  0.1750
H -2.1703 1.8344 0.1075  0.4031
H 0.4100 1.9886 0.4547  0.4748

Calculated values
E_HOMO, eV: -8.53
HOMO-LUMO gap, Ha: 0.3293
SMILES string: CCOC(=S)NO
Molecular weight, Da: 121.16

Tell me which of them is the most stable. Sure, it is one.

## one
The molecule C2H6N4. Source: OMol25; level of theory: wB97M-V/def2-TZVPD.

Each line ends with the natural charge from an NBO analysis.
CARTESIAN COORDINATES (ANGSTROEM)
C -0.3329 -0.7886 0.6075  -0.2814
C 0.8539 0.3455 0.6391  -0.2856
N -1.3396 -1.0757 -1.4705  -0.2492
N -0.3635 -1.2088 -0.8156  -0.1141
N -0.0318 1.6989 -1.2202  -0.2158
N 0.8674 1.3356 -0.5158  -0.2323
H -0.2127 -1.6038 1.2204  0.2154
H -1.4239 -0.3280 0.7767  0.1615
H 0.6665 0.9197 1.6473  0.2205
H 1.7276 -0.2949 0.6928  0.2182
H -2.2325 -0.8221 -0.9637  0.2615
H 1.8216 1.8221 -0.5981  0.3012

Calculated values
E_HOMO, eV: -8.17
HOMO-LUMO gap, Ha: 0.3312
Molecular weight, Da: 86.10

## two
The molecule C2H6N4. Source: OMol25; level of theory: wB97M-V/def2-TZVPD.

Each line ends with the natural charge from an NBO analysis.
CARTESIAN COORDINATES (ANGSTROEM)
H 0.9079 -2.0162 0.2441  0.2924
N 1.8208 -1.5489 0.2070  -0.3084
N 1.7982 -0.3101 0.5249  -0.1490
C 0.5681 0.2615 0.3923  0.1749
N -0.1483 0.6903 1.4939  -0.8288
C 0.0188 0.1937 -0.8616  -0.1009
N -1.2269 0.6089 -1.2673  -0.8217
H -1.1234 0.9049 1.3451  0.3857
H 0.1857 0.2742 2.3552  0.3964
H 0.6829 0.0279 -1.7079  0.2044
H -1.9451 0.6427 -0.5551  0.3623
H -1.5388 0.2710 -2.1707  0.3929

Calculated values
E_HOMO (alpha / beta), eV: -7.32 / -7.32
HOMO-LUMO gap (alpha / beta), Ha: 0.2857 / 0.2857
SMILES string: [H]/N=N\C(N)=C\N
Molecular weight, Da: 86.10

Tell me which of them is the most stable. Sure, it is two.

## one
The molecule C2H3N3O3. Source: OMol25; level of theory: wB97M-V/def2-TZVPD.

Each line ends with the natural charge from an NBO analysis.
CARTESIAN COORDINATES (ANGSTROEM)
O -0.2190 -1.8567 -1.8487  -0.5477
N 0.0473 -1.4988 -0.5212  -0.2207
C -0.2942 -0.3383 -0.2928  0.5576
O -0.7696 0.5623 -1.2088  -0.3289
N -0.6040 1.8513 -0.6469  -0.1005
C -0.2490 1.6533 0.5681  0.1616
N -0.1018 0.3527 0.9192  -0.1838
O 1.1914 0.1245 1.5359  -0.5202
H 0.1173 -2.7447 -1.8988  0.4773
H -0.0923 2.4600 1.2541  0.2242
H 0.9739 -0.5656 2.1399  0.4809

Calculated values
E_HOMO, eV: -9.13
HOMO-LUMO gap, Ha: 0.3542
SMILES string: O/N=c1\oncn1O
Molecular weight, Da: 117.06

## two
The molecule C2H3N3O3. Source: OMol25; level of theory: wB97M-V/def2-TZVPD.

Each line ends with the natural charge from an NBO analysis.
CARTESIAN COORDINATES (ANGSTROEM)
O 2.8074 0.1865 0.1305  -0.5329
C 1.6389 0.2380 0.0654  0.7477
N 0.7749 1.3941 0.0898  -0.5312
C -0.3552 0.9387 -0.0726  0.6662
O -1.4932 1.5493 -0.0073  -0.6001
N -0.4632 -0.4629 -0.4834  -0.0249
O -1.5399 -1.0971 0.2398  -0.6144
N 0.8219 -0.8781 -0.0882  -0.5050
H -2.0947 0.8296 -0.2165  0.5056
H -1.4638 -1.3955 1.2029  0.4895
H 1.3669 -1.3026 -0.8603  0.3996

Calculated values
E_HOMO, eV: -10.63
HOMO-LUMO gap, Ha: 0.3983
SMILES string: O=c1nc(O)n(O)[nH]1
Molecular weight, Da: 117.06

Tell me which of them is the most stable. Sure, it is two.

## one
C2H3N3O3 as an isolated structure. Source: OMol25; level of theory: wB97M-V/def2-TZVPD.

Each line ends with the natural charge from an NBO analysis.
CARTESIAN COORDINATES (ANGSTROEM)
C 0.5202 0.4387 0.2545  0.5710
C -0.7125 -1.1552 -0.8536  0.7069
H 2.2748 2.8194 0.4924  0.4766
H -0.4733 -0.1480 2.2557  0.3822
H -2.4658 -1.8556 -1.3908  0.5166
N 1.2105 1.2830 0.7660  -0.2308
N 0.0035 -0.6370 1.0600  -0.4111
N -0.8067 -1.4065 0.3731  -0.3455
O 1.5221 2.2819 0.0514  -0.5284
O -1.4053 -1.5594 -1.9744  -0.6337
O 0.3328 -0.0613 -1.0345  -0.5037

Calculated values
E_HOMO, eV: -8.03
HOMO-LUMO gap, Ha: 0.2883
Molecular weight, Da: 117.06

## two
The molecule C2H3N3O3. Source: OMol25; level of theory: wB97M-V/def2-TZVPD.

Each line ends with the natural charge from an NBO analysis.
CARTESIAN COORDINATES (ANGSTROEM)
O -1.3604 1.1736 -1.2536  -0.5753
C -0.5581 0.4190 -0.7845  0.7028
N -0.8015 -0.9250 -0.4886  -0.5457
C 0.1475 -1.1929 0.3781  0.6835
O 0.3369 -2.3950 0.8560  -0.6526
N 0.9148 -0.1699 0.7259  -0.4336
N 0.6983 0.8160 -0.2119  -0.0328
O 0.4725 2.1062 0.3430  -0.5520
H -0.2291 -2.4461 1.6038  0.5044
H 1.8379 -0.3977 1.0768  0.4128
H -0.4193 2.3611 0.0178  0.4886

Calculated values
E_HOMO, eV: -10.00
HOMO-LUMO gap, Ha: 0.3756
SMILES string: O=c1nc(O)[nH]n1O
Molecular weight, Da: 117.06

Tell me which of them is the most stable. Sure, it is two.

## one
A 2-piece molecular cluster, C9H12S overall. Source: OMol25; level of theory: wB97M-V/def2-TZVPD.

Each line ends with the natural charge from an NBO analysis.
CARTESIAN COORDINATES (ANGSTROEM)
C 1.7183 -1.0696 0.0841  -0.2132
C 1.3724 0.8987 1.4441  -0.2197
C 0.4943 -0.9645 -0.4116  -0.2966
C 0.1209 1.0370 0.8128  -0.2754
C 2.1859 -0.1400 1.0154  -0.0158
C -0.2901 0.0756 -0.0933  -0.0095
C -3.7338 0.9991 -0.2089  -0.9008
C -3.1600 -0.9555 -2.3201  -0.8469
C 3.6136 -0.2106 1.3715  -0.6278
S -2.5941 0.2485 -1.3241  0.8749
H 2.4467 -1.9500 -0.0781  0.2103
H 1.7120 1.6167 2.1565  0.2108
H 0.1608 -1.7086 -1.2314  0.2171
H -0.3787 2.0189 1.1032  0.2260
H -3.7444 0.6556 0.8071  0.2173
H -3.5970 2.0511 -0.3591  0.2016
H -3.4590 -1.9154 -1.8952  0.2325
H -2.3488 -1.2130 -3.0492  0.2102
H 4.1973 -0.6135 0.4858  0.2186
H 3.8847 0.7568 1.7557  0.2175
H 3.8116 -0.9507 2.1019  0.2187
H -2.4126 1.3333 -2.1671  0.1502

Calculated values
E_HOMO (alpha / beta), eV: -7.39 / -7.55
HOMO-LUMO gap (alpha / beta), Ha: 0.2465 / 0.2709
Molecular weight, Da: 152.26

## two
A 2-piece molecular cluster, C9H12S overall. Source: OMol25; level of theory: wB97M-V/def2-TZVPD.

Each line ends with the natural charge from an NBO analysis.
CARTESIAN COORDINATES (ANGSTROEM)
C 0.8818 -1.2552 -1.1288  -0.2268
C -1.0404 -0.6770 0.0788  -0.2247
C 1.4622 -1.7390 0.0537  -0.2110
C -0.4778 -1.1147 1.2243  -0.1853
C -0.4555 -0.7974 -1.1799  0.0098
C 0.7859 -1.5897 1.2633  -0.2314
C 0.6691 1.7034 2.3246  -0.7062
C 0.0407 2.7918 0.0319  -0.7589
C -1.1811 -0.4391 -2.4577  -0.6293
S 1.3266 1.9559 0.8567  0.6664
H 1.3186 -1.3671 -2.2067  0.2087
H -2.0137 -0.3730 0.1074  0.1950
H 2.5423 -2.1401 0.0419  0.2192
H -1.0588 -1.0394 2.0905  0.2054
H 1.3297 1.4394 3.1008  0.2038
H -0.2355 2.0027 2.5676  0.1945
H 0.1917 2.6336 -0.9874  0.1827
H -1.0651 2.9448 0.2049  0.2214
H -0.5812 -0.3045 -3.3112  0.2169
H -1.8506 -1.2046 -2.6482  0.2204
H -1.6869 0.4932 -2.2148  0.2185
H 1.0979 -1.9240 2.1884  0.2108

Calculated values
E_HOMO (alpha / beta), eV: -7.60 / -7.31
HOMO-LUMO gap (alpha / beta), Ha: 0.2930 / 0.2775
Molecular weight, Da: 152.26

Tell me which of them is the most stable. Sure, it is two.

## one
An isolated ion of composition C3H6IN2O and charge +1. Source: OMol25; level of theory: wB97M-V/def2-TZVPD.

Each line ends with the natural charge from an NBO analysis.
CARTESIAN COORDINATES (ANGSTROEM)
N 0.0757 1.2364 0.3991  -0.7465
C 1.0551 0.1190 0.3255  -0.1393
I 2.3362 0.2506 2.0497  0.2853
C 0.0471 -1.3188 -0.0815  -0.1464
N 0.4751 -1.0158 -1.3981  -0.6024
C 1.4444 -0.1317 -1.1992  0.6311
O 2.2344 0.4562 -1.8469  -0.5030
H -0.8923 0.9628 0.5933  0.4561
H 0.1558 1.6946 -0.5535  0.4642
H 0.4375 1.9674 1.1155  0.4768
H 0.3721 -2.2407 0.2094  0.2154
H -0.9193 -1.1845 0.1394  0.1770
H 0.1499 -1.3801 -2.2374  0.4315

Calculated values
E_HOMO, eV: -14.02
HOMO-LUMO gap, Ha: 0.3621
SMILES string: [NH3+][C@@]1(I)CNC1=O
Molecular weight, Da: 213.00
Net charge: +1

## two
An isolated ion of composition C3H6IN2O and charge +1. Source: OMol25; level of theory: wB97M-V/def2-TZVPD.

Each line ends with the natural charge from an NBO analysis.
CARTESIAN COORDINATES (ANGSTROEM)
C 1.8399 -0.6388 1.0914  -0.6981
C 0.5057 -0.7286 0.3118  0.7408
O -0.0778 -1.6198 -0.2035  -0.5450
N -0.0365 0.6250 0.1206  -0.6750
C -1.2806 0.8534 -0.5169  0.3725
N -1.7896 -0.0716 -1.2870  -0.6869
I -1.9862 2.7971 -0.3172  0.3639
H 2.2701 -1.6324 1.2558  0.2799
H 2.3939 -0.2229 0.1929  0.2562
H 1.6887 0.0894 1.8608  0.2500
H 0.4539 1.4930 0.4100  0.4447
H -1.3299 -1.0273 -1.2987  0.4780
H -2.6516 0.0836 -1.6199  0.4190

Calculated values
E_HOMO, eV: -14.88
HOMO-LUMO gap, Ha: 0.3811
SMILES string: CC(=O)NC(=[NH2+])I
Molecular weight, Da: 213.00
Net charge: +1

Tell me which of them is the most stable. Sure, it is two.